[1]
{"formula": "C38H27AsN4OPdSe", "method": "ωB97M-V/def2-TZVPD", "species": ["Pd", "C", "O", "C", "C", "C", "C", "C", "C", "C", "N", "C", "C", "N", "C", "C", "C", "C", "N", "C", "C", "N", "C", "C", "C", "C", "H", "H", "H", "H", "H", "H", "H", "H", "H", "H", "H", "H", "H", "H", "C", "C", "C", "C", "C", "C", "As", "C", "C", "C", "C", "C", "C", "C", "C", "C", "C", "C", "C", "H", "H", "H", "H", "H", "H", "H", "H", "H", "H", "H", "H", "H", "Se"], "coordinates": [[0.54886, 1.96566, 1.07019], [-8.75689, -7.88873, -1.31689], [-7.45349, -7.82414, -1.84602], [-6.68354, -6.75069, -1.47105], [-7.10401, -5.74082, -0.62277], [-6.23134, -4.69516, -0.31149], [-4.94614, -4.63507, -0.82945], [-4.54539, -5.66922, -1.68514], [-5.39556, -6.70724, -2.00084], [-4.00816, -3.55420, -0.52497], [-2.78636, -3.45937, -0.99487], [-2.26509, -2.30379, -0.46224], [-3.20039, -1.69132, 0.34690], [-4.30308, -2.50063, 0.29580], [-2.99507, -0.46357, 1.06628], [-3.89139, 0.15941, 1.87260], [-3.53671, 1.37956, 2.52562], [-2.26814, 1.88809, 2.30148], [-1.35010, 1.33063, 1.52118], [-1.66603, 0.10178, 0.85506], [-0.72596, -0.47052, 0.07134], [0.53752, 0.18307, -0.04791], [1.46436, -0.40512, -0.81957], [1.31092, -1.57874, -1.51255], [0.03936, -2.25888, -1.41637], [-0.94061, -1.72607, -0.65518], [-9.20883, -8.79426, -1.71484], [-9.35829, -7.02589, -1.61873], [-8.74642, -7.94379, -0.22414], [-8.09552, -5.74176, -0.19361], [-6.58723, -3.91855, 0.35509], [-3.54307, -5.62604, -2.09171], [-5.08038, -7.50415, -2.66312], [-5.16587, -2.33613, 0.78009], [-4.88004, -0.27332, 2.02307], [-4.22129, 1.90609, 3.17634], [-1.94693, 2.81043, 2.77598], [2.41716, 0.11583, -0.88576], [2.12658, -1.96439, -2.10932], [-0.14230, -3.19017, -1.94283], [4.46188, 2.12720, -3.73943], [3.20356, 2.68291, -3.54451], [2.71278, 2.85691, -2.25890], [3.47383, 2.49140, -1.15144], [4.72793, 1.92713, -1.35320], [5.22012, 1.74608, -2.64222], [2.65502, 2.82033, 0.62552], [4.17669, 2.30610, 1.71074], [4.47250, 1.03594, 2.17563], [5.63553, 0.83367, 2.90964], [6.48327, 1.90401, 3.17241], [6.17613, 3.17917, 2.71185], [5.01570, 3.38719, 1.97506], [4.54544, 4.68777, 1.43275], [5.20130, 5.90805, 1.57902], [4.64474, 7.05624, 1.03856], [3.42699, 6.99320, 0.36036], [2.76071, 5.78653, 0.22926], [3.32426, 4.63771, 0.76533], [4.84271, 1.97914, -4.74322], [2.59710, 2.96652, -4.39653], [1.71600, 3.25857, -2.11073], [5.32905, 1.62408, -0.50434], [6.19654, 1.29776, -2.78677], [3.79066, 0.21652, 1.97730], [5.87638, -0.15424, 3.28332], [7.38718, 1.74620, 3.74957], [6.83884, 4.00714, 2.93649], [6.14070, 5.96623, 2.11789], [5.15376, 8.00657, 1.15249], [2.98637, 7.89838, -0.04136], [1.78384, 5.73594, -0.23287], [0.62735, 3.88483, 2.52669]], "mulliken_charge": [0.174, -0.832, -0.479, 1.053, -0.605, -0.759, 0.317, -0.571, -0.512, 0.102, -0.788, 0.276, -0.150, -0.088, 0.159, 0.411, -1.487, -0.064, -0.272, 0.000, -0.996, -0.481, -0.228, -1.484, 0.538, 0.649, 0.240, 0.323, 0.325, 0.346, 0.248, 0.486, 0.391, 0.178, 0.255, 0.334, 0.279, 0.277, 0.381, 0.520, -0.355, -0.690, -0.208, 0.020, 0.165, -0.690, 1.653, -0.631, -0.327, -0.649, -0.638, -0.651, 1.463, 0.064, -0.605, -0.586, -0.611, -0.781, -0.127, 0.343, 0.364, 0.326, 0.267, 0.361, 0.467, 0.383, 0.367, 0.317, 0.307, 0.365, 0.359, 0.395, -0.908], "gap_ha": 0.077, "largest_force_ev_per_a": 0.630, "homo_ev": 1.250, "charge": -2, "lumo_energy_ha": 0.12329}



[2]
{"formula": "C4H11N2", "method": "ωB97M-V/def2-TZVPD", "species": ["C", "C", "N", "C", "C", "N", "H", "H", "H", "H", "H", "H", "H", "H", "H", "H", "H"], "coordinates": [[1.88639, -1.02819, -0.48607], [1.00057, -0.31473, 0.19003], [1.19000, 1.07439, 0.52204], [-0.32495, -0.84191, 0.66428], [-1.57713, -0.07910, 0.20525], [-1.27445, 0.89983, -0.89703], [1.59505, -2.01539, -0.76533], [2.85846, -0.62907, -0.69795], [1.19367, 1.20678, 1.52733], [2.04619, 1.42413, 0.13511], [-0.28474, -0.85474, 1.76266], [-0.35178, -1.90253, 0.44781], [-2.04077, 0.47938, 1.02615], [-2.33882, -0.76913, -0.17883], [-0.48485, 1.47870, -0.55036], [-2.09029, 1.44487, -1.14796], [-1.00255, 0.42672, -1.75712]], "nbo_charge": [-0.412, 0.138, -0.876, -0.486, -0.222, -0.690, 0.219, 0.221, 0.391, 0.394, 0.247, 0.251, 0.235, 0.237, 0.474, 0.441, 0.438], "smiles": "C=C(N)CC[NH3+]", "gap_ha": 0.361, "largest_force_ev_per_a": 0.891, "homo_ev": -13.186, "charge": 1, "lumo_energy_ha": -0.12360}



[3]
{"formula": "CCl6P", "method": "ωB97M-V/def2-TZVPD", "species": ["C", "P", "Cl", "Cl", "Cl", "Cl", "Cl", "Cl"], "coordinates": [[-1.83483, 0.31526, -1.65392], [2.23624, 0.18210, 1.80487], [-1.71624, 0.56246, 0.01544], [-2.93673, 1.13065, -2.57788], [-0.87335, -0.79958, -2.40357], [1.27182, 0.45467, 0.02175], [3.06735, -1.65923, 1.66289], [0.78574, -0.18633, 3.13044]], "nbo_charge": [-0.075, 0.835, 0.351, 0.356, 0.359, -0.343, -0.235, -0.248], "gap_ha": 0.194, "largest_force_ev_per_a": 1.906, "homo_ev": -12.836, "charge": 1, "lumo_energy_ha": -0.27795}



[4]
{"formula": "C7H28N14O7Tl", "method": "ωB97M-V/def2-TZVPD", "species": ["Tl", "C", "O", "N", "N", "H", "H", "H", "H", "C", "O", "N", "N", "H", "H", "H", "H", "C", "O", "N", "N", "H", "H", "H", "H", "C", "O", "N", "N", "H", "H", "H", "H", "C", "O", "N", "N", "H", "H", "H", "H", "C", "O", "N", "N", "H", "H", "H", "H", "C", "O", "N", "N", "H", "H", "H", "H"], "coordinates": [[-7.55380, -2.17505, 8.86922], [-5.64361, -3.71700, 5.83406], [-6.29598, -3.72499, 6.90604], [-5.71832, -2.64658, 5.01163], [-4.95098, -4.79078, 5.43745], [-5.11914, -2.43688, 4.23318], [-6.48534, -2.02929, 5.21926], [-4.47202, -4.94471, 4.56768], [-4.97064, -5.54592, 6.10646], [-5.02674, -2.06024, 11.92183], [-5.72177, -1.97118, 10.89237], [-4.35620, -3.18753, 12.26067], [-4.98418, -1.05588, 12.82514], [-4.63944, -4.05864, 11.84994], [-3.69266, -3.17446, 13.01484], [-5.48950, -0.21523, 12.61864], [-4.43617, -1.13125, 13.66345], [-10.00445, 0.93440, 8.54070], [-9.14542, 0.04212, 8.68953], [-11.06995, 1.06796, 9.37591], [-10.00670, 1.76923, 7.47287], [-11.50668, 1.97467, 9.33321], [-10.90344, 0.58352, 10.24597], [-10.81655, 2.31817, 7.23597], [-9.29862, 1.75760, 6.76239], [-9.08626, -2.68604, 5.21492], [-8.86396, -2.46281, 6.41085], [-9.44611, -3.91159, 4.74671], [-9.15938, -1.70076, 4.27978], [-9.58141, -4.04424, 3.76182], [-9.37292, -4.67855, 5.39229], [-9.02014, -0.74067, 4.54189], [-9.62441, -1.83575, 3.39850], [-9.40397, -5.66190, 8.27443], [-8.78822, -4.57118, 8.26935], [-10.70651, -5.69040, 7.89833], [-8.88101, -6.80797, 8.74900], [-11.26762, -6.50801, 8.06250], [-11.13503, -4.78802, 7.78433], [-9.40496, -7.66075, 8.66180], [-7.93498, -6.79077, 9.08405], [-6.54959, 1.71299, 9.82767], [-6.65200, 0.47001, 9.71766], [-6.33785, 2.49941, 8.75405], [-6.74946, 2.35632, 10.99030], [-6.13607, 2.15699, 7.83359], [-6.48420, 3.49582, 8.78423], [-7.10887, 1.84063, 11.77513], [-6.47819, 3.31251, 11.14730], [-3.73629, -1.09126, 7.78128], [-4.87314, -1.39304, 8.16370], [-3.45647, 0.02723, 7.05405], [-2.68506, -1.91931, 7.97976], [-2.50903, 0.31148, 6.88657], [-4.25165, 0.61116, 6.87914], [-1.76257, -1.75460, 7.61509], [-2.82051, -2.81167, 8.42152]], "nbo_charge": [1.602, 0.778, -0.594, -0.806, -0.779, 0.425, 0.411, 0.434, 0.422, 0.787, -0.674, -0.789, -0.782, 0.419, 0.416, 0.413, 0.417, 0.793, -0.705, -0.780, -0.807, 0.412, 0.418, 0.416, 0.409, 0.783, -0.675, -0.807, -0.816, 0.414, 0.420, 0.408, 0.417, 0.780, -0.684, -0.803, -0.782, 0.419, 0.423, 0.420, 0.422, 0.773, -0.599, -0.797, -0.786, 0.407, 0.414, 0.417, 0.423, 0.787, -0.669, -0.813, -0.805, 0.419, 0.402, 0.412, 0.416], "gap_ha": 0.139, "largest_force_ev_per_a": 1.685, "homo_ev": -17.514, "charge": 3, "lumo_energy_ha": -0.50412}